# 1
ORCA calculation (wB97M-V/def2-TZVPD) on 4 unconnected molecules or ions with the total composition C8H16O16S4 at a distorted geometry.

The max |F| is 0.034 Eh/bohr. The highest occupied orbital energy is -10.561 eV. As for the frontier orbital gap: 10.58 eV. The calculation puts the lowest unoccupied orbital energy at 0.0006 Ha. Its structure (SMILES) is O=S1(=O)OCCO1.O=S1(=O)OCCO1.O=S1(=O)OCCO1.O=S1(=O)OCCO1.

The geometry in XYZ format:
```
44
C8H16O16S4 | the Open Molecules 2025 dataset | wB97M-V/def2-TZVPD
C -3.7088 -1.5555 1.1935
H 1.0519 2.8186 -1.7518
H 4.1225 2.7144 -4.6656
O -1.3883 -0.1956 -0.7400
H 4.0888 0.9314 -6.2422
H 5.7455 0.8506 -5.6323
S -1.2986 1.0886 -0.1051
C 0.6465 1.0759 3.5592
H -1.4412 1.6966 -2.9771
O -0.9438 -1.3919 3.7680
O -3.8643 -2.0044 2.5283
S 0.4435 -1.3162 4.1294
O 0.2020 1.6243 -0.2989
H -0.9794 3.3569 -2.5844
S 3.4864 -0.4450 -3.4844
H -0.5301 1.2379 5.4785
O 1.2430 -2.5008 4.1710
H -4.2464 -0.6089 1.0915
O -1.6963 1.3076 1.2427
O 4.2836 -0.9229 -2.3942
O 1.1121 -0.1952 3.1513
H 5.2799 2.0141 -3.6310
O 0.6326 -0.4279 5.4279
S -3.9640 -3.6286 2.5152
O 4.3145 -0.5137 -4.8701
H -0.3081 1.3227 3.0917
C 0.4455 0.9614 5.0892
H -5.2928 -2.2093 -0.2406
H -3.6939 -3.0128 -0.3446
C 0.4037 1.9416 -1.6639
C -4.4507 -2.5912 0.3243
C -1.0026 2.3374 -2.2131
O -2.7018 -4.2140 2.1697
C 4.6967 0.7719 -5.3484
O -4.9207 -3.6417 1.1793
O -1.9139 2.2021 -1.0951
H 1.0420 1.1649 -2.0903
O -4.7112 -4.0313 3.6660
C 4.3951 1.7546 -4.2197
H 1.2012 1.5105 5.6474
H -2.6529 -1.3684 1.0189
O 3.4082 1.1763 -3.3934
O 2.1763 -0.9691 -3.6747
H 1.2884 1.8842 3.2180
```

***

# 2
ORCA calculation (wB97M-V/def2-TZVPD) on 4 unconnected molecules or ions with the total composition C55H46Br2F4NO14P3S3 at a distorted geometry.

The max |F| is 0.044 Eh/bohr. The highest occupied orbital energy is -9.020 eV. As for the frontier orbital gap: 8.07 eV. The calculation puts the lowest unoccupied orbital energy at -0.0349 Ha. Its structure (SMILES) is COC[C@]1([PH2]=S)OS(=O)(=O)[C@](F)(COC(C)=O)[C@@]([PH2]=S)(C(F)(F)F)[C@@]1([C@@H](Br)[C@H](C)Br)P(=N)(O)O.O=C1c2ccccc2C(=O)c2ccccc21.O=C1c2ccccc2C(=O)c2ccccc21.O=C1c2ccccc2C(=O)c2ccccc21.

The geometry in XYZ format:
```
128
C55H46Br2F4NO14P3S3 | the Open Molecules 2025 dataset | wB97M-V/def2-TZVPD
C -1.9961 -2.3368 -5.3118
H -0.9748 2.5360 5.3663
O -0.3585 5.2314 -12.3379
C 1.6169 5.2712 -11.0489
C 2.1888 5.3601 -9.7779
H -1.7974 -6.8798 8.3741
H 0.8728 0.0188 -1.8724
C -1.6921 -1.8290 0.3454
H 1.0017 0.1965 0.5997
C -1.7572 -1.9425 -1.0374
H -0.6641 -2.9346 7.8154
H 2.5827 1.9598 -2.3743
H -0.7069 -5.0021 7.7738
O -1.1252 6.5993 -3.5439
C -1.9805 5.1326 -0.3539
C 1.8650 -1.8826 5.0329
Br -2.9829 -4.5525 7.0402
H -2.9822 -3.2578 -6.9709
H -0.6847 -7.5447 7.2058
H 1.3364 -4.0588 8.2625
H 1.0277 2.2928 -0.4719
C 1.7477 3.5618 -3.5323
H 1.2073 -7.0702 10.0147
C -0.3472 2.1622 4.5662
H 3.9987 5.4561 -8.6510
P 1.4270 -4.6670 3.4513
Br -0.7730 -6.7712 4.4835
H 2.9920 -4.6044 8.1438
H -3.0405 7.6360 -2.3698
C -0.7039 -1.0575 0.9298
C -3.8254 -3.8827 -5.0984
H 3.0948 -6.5941 4.6342
C -0.5754 -5.1214 5.5480
C -1.0777 5.8522 -2.5905
C 2.0811 -0.3900 5.4346
C -2.8356 -2.9287 -3.1309
P 2.7851 -6.6001 5.9825
H 0.7320 5.2159 -4.4444
C -3.8792 6.2437 0.6054
C 2.4318 5.1862 -12.1699
O 1.6653 2.2322 5.9316
C 1.4282 -6.0551 9.7014
S 3.4448 -2.5589 5.7634
C 0.0117 3.9250 -1.3963
O -0.8595 3.3545 0.7188
C -2.0947 5.2784 -10.1401
H 1.7603 -7.4969 6.2540
H -2.8535 4.5895 1.5168
N 0.7840 -3.7810 2.3784
H -0.8643 1.3833 4.0189
O 1.2727 0.4257 4.6270
O 1.8346 5.5097 -7.4497
C 1.9709 -4.8145 7.8144
C -1.2163 -5.4457 6.9424
F 2.0204 -1.8919 3.6564
S 4.4182 -6.9490 6.9866
C 0.8019 4.5707 -3.5798
O 2.9912 -4.4263 3.5988
H 5.4531 5.3118 -10.6518
H 1.9759 5.1113 -13.1465
H 3.2324 -3.6978 3.0147
H 2.2631 -6.4653 2.7102
C 0.9731 2.9244 -1.3467
P 0.2287 -2.0306 7.2618
H 0.6052 -5.4029 10.0051
C -3.9291 7.1039 -0.4859
H 3.1248 -0.2096 5.1577
C -0.1396 5.3634 -8.7342
C -2.3263 5.3226 -7.7457
O -3.6181 -3.3927 -0.9553
F -0.6939 -1.0114 4.3531
O 1.5833 -6.0680 8.2969
O 3.2570 -4.1054 5.9896
H -2.9540 5.3203 -6.8651
H -4.5566 -4.5350 -5.5559
O 4.4557 -2.3984 4.7450
H -2.5261 5.2457 -11.1301
C 3.8079 5.1967 -12.0256
H 2.4166 3.4146 -4.3690
C 0.5834 -2.7200 5.4513
C -3.0120 6.9766 -1.5144
C -3.7766 -3.7623 -3.7208
C 2.0434 -4.8231 6.2750
H -4.6014 6.3412 1.4043
H -4.6874 7.8734 -0.5336
H 0.2800 -4.2768 1.6593
H 2.0215 -0.1410 6.4856
C 0.1604 -0.4954 -1.2431
C 0.2255 -0.3978 0.1355
C -0.9329 4.0753 -0.2535
C -0.7129 5.3094 -10.0062
H 4.4410 5.1267 -12.8995
C -0.8329 -1.2634 -1.8365
C -0.8941 -1.3390 -3.3232
C -1.9364 -2.2194 -3.9294
C -2.8110 -2.8053 -1.6430
C -2.9383 -3.1661 -5.8942
H -2.4150 -7.2539 6.7979
C 0.1353 5.2693 -11.2321
O -0.1240 -0.7125 -4.0191
H -3.9740 5.2580 -9.1195
C -0.9505 5.3677 -7.6086
C 1.3392 5.4222 -8.5530
F -1.1933 -3.0102 3.7191
C -1.5369 -6.8890 7.3169
C 3.5704 5.3795 -9.6399
C 0.8248 -4.3628 5.3396
C -2.8982 5.2849 -9.0127
C -2.9060 5.2625 0.6733
S -0.4729 -0.2350 7.5311
O 3.5766 -1.9550 7.0585
H -0.1053 2.9457 3.8499
C -0.0686 4.7571 -2.5149
O 1.4327 -6.2349 3.1334
H -1.3018 -4.5460 4.9948
C 0.9305 1.6461 5.1440
C -2.0387 5.9880 -1.4561
C -0.7692 -2.2837 4.7444
H 1.4812 -2.1760 7.8407
H -1.2984 -1.7761 -5.9170
H -2.4171 -2.3526 0.9525
H 2.3459 -5.7196 10.1852
H -0.4959 5.4053 -6.6292
C 1.8377 2.7432 -2.4121
C 4.3773 5.2983 -10.7610
H -0.6537 -0.9722 2.0032
H -4.4623 -4.3097 -3.0903
F -1.7669 -2.3826 5.6806
```